ORCA calculation (wB97M-V/def2-TZVPD) on C27H70N4OSi2 as an isolated structure.

Calculated values
frontier orbital gap: 0.3200 hartree

Element x y z (Å)
1 C 4.620 -2.472 0.369
2 C 3.708 -1.347 0.757
3 C 2.539 -0.877 -0.297
4 Si 0.848 -0.528 0.640
5 O 0.189 -2.108 1.032
6 Si -1.401 -2.367 0.330
7 H 4.287 -3.149 -0.551
8 H 5.652 -2.657 0.939
9 H 3.892 -0.878 1.827
10 H 2.304 -1.814 -0.996
11 H 2.850 -0.004 -1.014
12 H 1.092 0.269 1.869
13 H 0.012 0.295 -0.225
14 H -1.525 -3.821 0.071
15 H -2.498 -2.029 1.229
16 H -1.630 -1.705 -0.947
17 C -1.580 3.278 1.804
18 C -1.605 4.501 0.893
19 N -0.274 5.037 0.590
20 C -0.307 6.369 -0.019
21 C -0.952 6.499 -1.395
22 C 0.683 4.101 -0.003
23 C 0.289 3.418 -1.308
24 H -1.023 3.480 2.725
25 H -2.602 3.003 2.085
26 H -1.134 2.410 1.311
27 H -2.185 5.273 1.416
28 H -2.160 4.256 -0.019
29 H 0.712 6.772 -0.068
30 H -0.838 7.041 0.666
31 H -0.315 6.089 -2.180
32 H -1.104 7.558 -1.630
33 H -1.930 6.012 -1.445
34 H 0.901 3.319 0.735
35 H 1.647 4.605 -0.147
36 H -0.731 3.025 -1.287
37 H 0.958 2.571 -1.494
38 H 0.386 4.091 -2.162
39 C 0.078 -3.294 -3.557
40 C 0.832 -4.220 -4.507
41 N 1.454 -3.524 -5.637
42 C 1.908 -4.427 -6.698
43 C 3.025 -5.408 -6.359
44 C 2.376 -2.437 -5.303
45 C 3.570 -2.770 -4.414
46 H -0.660 -2.689 -4.095
47 H -0.458 -3.887 -2.808
48 H 0.754 -2.623 -3.019
49 H 0.099 -4.939 -4.895
50 H 1.566 -4.798 -3.934
51 H 2.210 -3.837 -7.573
52 H 1.043 -5.007 -7.042
53 H 3.993 -4.909 -6.286
54 H 3.112 -6.155 -7.156
55 H 2.836 -5.949 -5.427
56 H 1.804 -1.639 -4.815
57 H 2.744 -1.973 -6.226
58 H 3.293 -3.373 -3.545
59 H 4.014 -1.843 -4.035
60 H 4.353 -3.292 -4.966
61 C -8.020 -6.631 1.078
62 C -7.143 -5.785 0.160
63 N -6.121 -5.010 0.871
64 C -5.491 -3.979 0.043
65 C -4.669 -4.443 -1.156
66 C -5.209 -5.770 1.727
67 C -4.395 -6.886 1.080
68 H -8.473 -6.021 1.867
69 H -8.830 -7.087 0.501
70 H -7.456 -7.443 1.546
71 H -7.812 -5.090 -0.364
72 H -6.700 -6.431 -0.606
73 H -4.862 -3.339 0.674
74 H -6.280 -3.313 -0.328
75 H -3.711 -4.867 -0.849
76 H -4.443 -3.586 -1.800
77 H -5.200 -5.177 -1.767
78 H -5.791 -6.209 2.546
79 H -4.520 -5.080 2.231
80 H -4.999 -7.526 0.431
81 H -3.968 -7.527 1.859
82 H -3.558 -6.493 0.500
83 C 3.807 3.670 3.369
84 C 3.859 4.624 4.559
85 N 4.005 6.032 4.179
86 C 4.359 6.903 5.302
87 C 3.343 7.049 6.430
88 C 2.993 6.567 3.267
89 C 1.533 6.485 3.701
90 H 4.673 3.808 2.712
91 H 3.818 2.634 3.722
92 H 2.896 3.804 2.778
93 H 4.727 4.329 5.163
94 H 2.973 4.462 5.183
95 H 4.610 7.902 4.923
96 H 5.295 6.531 5.738
97 H 2.498 7.673 6.134
98 H 3.815 7.541 7.288
99 H 2.965 6.084 6.778
100 H 3.089 6.048 2.306
101 H 3.231 7.612 3.029
102 H 1.267 5.502 4.100
103 H 0.884 6.670 2.839
104 H 1.290 7.242 4.449

ORCA calculation (wB97M-V/def2-TZVPD) on a 10-piece molecular cluster, C27H71N3O10 overall.

Calculated values
SMILES string: CC1(C)CCCC(C)(C)N1O.CC1(C)CCCC(C)(C)N1O.CC1(C)CCCC(C)(C)N1O.O.O.O.O.O.O.O
frontier orbital gap: 0.3090 hartree
ΔE to the lowest compared entry with this formula, charge and spin: 88.4 kcal/mol

Element x y z (Å)
1 C -3.858 -6.545 -2.386
2 C -2.931 -5.756 -3.415
3 C -2.142 -6.710 -4.295
4 C -3.917 -4.933 -4.345
5 C -3.426 -3.704 -4.939
6 C -2.532 -2.905 -4.001
7 C -1.460 -3.692 -3.200
8 C -0.403 -4.166 -4.266
9 C -0.770 -2.719 -2.227
10 N -2.194 -4.843 -2.617
11 O -1.241 -5.487 -1.717
12 H -4.508 -7.232 -2.927
13 H -3.086 -7.068 -1.822
14 H -4.340 -5.876 -1.673
15 H -1.377 -7.263 -3.750
16 H -2.885 -7.469 -4.540
17 H -1.731 -6.342 -5.235
18 H -4.157 -5.530 -5.225
19 H -4.872 -4.932 -3.820
20 H -2.834 -3.792 -5.850
21 H -4.274 -3.182 -5.383
22 H -3.211 -2.251 -3.453
23 H -2.037 -2.228 -4.697
24 H 0.235 -3.313 -4.494
25 H -0.882 -4.460 -5.200
26 H 0.105 -5.029 -3.835
27 H -0.092 -2.112 -2.828
28 H -0.203 -3.063 -1.362
29 H -1.580 -2.153 -1.769
30 H -0.517 -5.804 -2.262
31 C -1.070 -0.848 6.347
32 C -0.415 0.386 5.810
33 C 1.084 0.440 6.041
34 C -0.605 0.392 4.299
35 C -2.047 0.737 3.841
36 C -2.383 2.180 4.414
37 C -2.196 2.295 5.941
38 C -2.192 3.800 6.354
39 C -3.470 1.674 6.477
40 N -0.896 1.644 6.350
41 O -0.613 1.776 7.709
42 H -0.487 -1.028 7.250
43 H -2.133 -0.770 6.577
44 H -1.034 -1.760 5.752
45 H 1.307 0.006 7.016
46 H 1.651 -0.049 5.249
47 H 1.604 1.390 5.915
48 H 0.118 1.034 3.797
49 H -0.543 -0.642 3.959
50 H -2.161 0.727 2.757
51 H -2.709 -0.055 4.191
52 H -3.441 2.377 4.244
53 H -1.782 2.966 3.956
54 H -2.119 3.901 7.437
55 H -3.078 4.324 5.995
56 H -1.337 4.330 5.934
57 H -3.571 1.545 7.554
58 H -3.653 0.649 6.154
59 H -4.379 2.198 6.181
60 H -1.323 1.321 8.168
61 C 0.942 3.317 -4.219
62 C 0.455 4.344 -3.191
63 C 0.382 5.749 -3.937
64 C -1.004 3.881 -2.875
65 C -1.618 4.383 -1.517
66 C -0.669 4.154 -0.392
67 C 0.756 4.829 -0.679
68 C 0.660 6.375 -0.494
69 C 1.661 4.198 0.318
70 N 1.319 4.392 -1.967
71 O 2.645 4.838 -2.195
72 H 0.967 2.278 -3.889
73 H 0.327 3.348 -5.118
74 H 1.869 3.693 -4.652
75 H -0.210 6.450 -3.348
76 H 1.393 6.104 -4.136
77 H -0.170 5.609 -4.866
78 H -1.571 4.376 -3.663
79 H -1.133 2.798 -2.885
80 H -1.896 5.428 -1.651
81 H -2.584 3.890 -1.413
82 H -0.635 3.121 -0.045
83 H -1.166 4.803 0.330
84 H 1.637 6.796 -0.256
85 H -0.030 6.766 0.254
86 H 0.355 6.890 -1.404
87 H 1.922 3.148 0.180
88 H 1.098 4.120 1.248
89 H 2.452 4.856 0.676
90 H 2.549 5.792 -2.240
91 O 3.724 -0.845 0.874
92 H 4.467 -1.101 0.327
93 H 4.110 -0.312 1.569
94 O 3.648 1.275 -2.254
95 H 3.338 2.181 -2.239
96 H 3.075 0.815 -1.641
97 O 2.174 -3.843 1.553
98 H 2.318 -4.412 0.797
99 H 2.797 -3.126 1.436
100 O 7.207 -2.322 -0.413
101 H 7.641 -2.382 0.438
102 H 7.904 -2.479 -1.049
103 O 4.598 -4.911 -1.408
104 H 5.413 -4.514 -1.101
105 H 4.328 -4.366 -2.147
106 O 6.567 -0.784 3.545
107 H 6.121 -0.719 4.389
108 H 7.161 -1.528 3.644
109 O 4.616 -1.585 -3.959
110 H 4.416 -0.732 -3.575
111 H 4.673 -1.417 -4.900

no.,strongest force on any atom (eV/A)
1,4.77
2,3.78